Entry 1:
Density functional theory data (wB97M-V/def2-TZVPD) for C3H5HoO2 as an isolated structure.

Values from the calculation:
Expectation value of S² = 8.761
E = -33070.6253 eV
Highest occupied orbital energy (alpha / beta) = -12.02 / -13.32 eV
Lowest unoccupied orbital energy (alpha / beta) = -0.2109 / -0.2067 Eh
Spin multiplicity = 6
Net charge = +1

XYZ file:
```
11
Properties=species:S:1:pos:R:3:forces:R:3:nbo_charge:R:1
H -1.576 -0.584 1.650 -1.1 1.3 -0.9 -0.47
O 0.329 0.585 -0.661 -0.5 0.6 0.6 -0.48
C -0.395 -0.476 -0.710 -0.1 0.2 0.7 0.43
O 0.316 -1.568 -0.478 -1.6 -0.5 -0.1 -0.52
C 1.214 -1.667 0.565 1.8 0.0 -0.9 0.00
H 1.605 -2.677 0.668 -0.6 0.0 0.1 0.18
H 2.013 -0.927 0.548 -0.4 0.4 0.4 0.16
C -0.516 1.817 -0.513 -0.2 -0.1 -0.1 -0.68
H 0.068 2.450 0.173 -0.3 -0.2 -0.2 0.22
H -0.486 2.304 -1.499 -0.1 -0.1 0.3 0.22
Ho -2.573 0.743 0.258 3.1 -1.6 0.1 1.93
```
Positions in Å, forces in eV/Å.

Entry 2:
Density functional theory data (wB97M-V/def2-TZVPD) for a 2-piece molecular cluster, C3H5I overall.

Values from the calculation:
E = -11288.1367 eV
Highest occupied orbital energy (alpha / beta) = -8.69 / -8.69 eV
Relative energy (zero: lowest compared OMol25 entry of this formula, charge and spin) = 3.892 eV
Lowest unoccupied orbital energy (alpha / beta) = -0.0106 / -0.0105 Eh
Spin multiplicity = 1

XYZ file:
```
9
Properties=species:S:1:pos:R:3:forces:R:3:nbo_charge:R:1
C 0.738 -1.712 -0.472 -1.3 -4.5 -0.7 -0.56
C 1.152 -0.528 -0.175 -0.3 4.1 0.6 -0.19
C -0.192 1.448 0.112 1.1 -3.6 0.5 -0.45
I 3.158 0.066 0.080 -0.4 -0.3 0.0 0.14
H 1.347 -2.730 -0.578 -0.6 2.6 0.3 0.23
H -0.343 -2.040 -0.621 1.2 1.2 0.3 0.23
H 0.139 2.161 -0.597 0.2 0.2 -1.1 0.19
H -1.081 0.809 -0.117 0.7 1.2 0.6 0.22
H 0.110 1.796 1.119 -0.7 -0.9 -0.5 0.21
```
Positions in Å, forces in eV/Å.

Entry 3:
Density functional theory data (wB97M-V/def2-TZVPD) for an isolated ion of composition C3H5IN and charge +1.

Values from the calculation:
E = -12772.4150 eV
Highest occupied orbital energy = -14.48 eV
Relative energy (zero: lowest compared OMol25 entry of this formula, charge and spin) = 0.564 eV
Lowest unoccupied orbital energy = -0.1744 Eh
Spin multiplicity = 1
Net charge = +1

XYZ file:
```
10
Properties=species:S:1:pos:R:3:forces:R:3:nbo_charge:R:1
C -0.344 2.480 0.192 0.4 1.6 0.6 -0.05
C 0.134 1.412 -0.050 0.6 -0.1 -0.5 -0.19
C 0.832 0.211 -0.436 -1.5 -0.5 -4.6 -0.28
N 0.271 -0.916 0.327 1.5 -2.3 2.0 -0.74
I 2.933 0.094 0.038 -0.3 0.4 -0.4 0.27
H -0.503 3.528 0.487 -0.3 -1.1 -0.4 0.28
H 0.547 -0.102 -1.703 1.3 1.2 3.8 0.30
H -0.733 -1.232 0.167 1.4 0.8 0.2 0.47
H 0.495 -0.602 1.323 -1.2 -0.9 -1.0 0.46
H 0.992 -1.720 0.188 -1.9 1.0 0.2 0.46
```
Positions in Å, forces in eV/Å.

Among the records above, which one has the highest spin multiplicity?
C3H5HoO2

The highest E belongs to which entry?
C3H5I

Among the records above, which one has the highest spin multiplicity?
C3H5HoO2